No. 1
Entry from the OMol25 dataset: a molecular structure, C18H30NO6S7Yb at a distorted geometry (ωB97M-V/def2-TZVPD).

Each line ends with the Löwdin charge.
CARTESIAN COORDINATES (ANGSTROEM)
Yb -1.420 -0.238 0.847  1.165
S -0.184 -2.148 2.281  -0.039
S -1.813 -2.080 3.553  -0.087
S -3.298 -1.420 2.429  -0.116
S -3.345 0.672 2.392  -0.056
C 0.631 5.094 -1.880  -0.128
C 0.026 3.698 -1.932  -0.375
S -0.429 3.131 -0.298  0.951
O -0.977 1.747 -0.524  -0.623
C -1.900 4.039 -0.043  -0.408
C -3.073 3.685 -0.982  -0.105
H 0.967 5.405 -2.881  0.080
H 1.602 5.227 -1.416  0.073
H -0.098 5.849 -1.512  0.076
H 0.731 2.960 -2.252  0.069
H -0.826 3.596 -2.571  0.083
H -1.645 5.122 -0.124  0.094
H -2.177 3.778 0.969  0.073
H -2.942 4.341 -1.912  0.095
H -3.983 3.932 -0.465  0.067
H -3.093 2.602 -1.222  0.078
C 3.727 -6.137 -2.002  -0.046
C 3.239 -4.739 -1.841  -0.265
C 3.308 -3.894 -2.965  -0.050
C 2.773 -2.636 -3.000  -0.047
C 2.045 -2.214 -1.849  -0.274
C 1.971 -3.001 -0.710  -0.032
C 2.558 -4.267 -0.735  -0.013
S 1.266 -0.624 -1.808  0.678
O 2.123 0.497 -2.129  -0.282
O 0.636 -0.540 -0.492  -0.417
N 0.106 -0.714 -2.935  -0.115
C -0.596 -1.939 -3.330  -0.195
C -2.085 -1.774 -2.987  -0.093
C -2.174 -1.489 -1.510  -0.702
O -2.731 -0.434 -1.063  -0.139
O -1.553 -2.229 -0.730  -0.092
H 4.516 -6.216 -1.232  0.093
H 4.178 -6.314 -3.026  0.101
H 2.995 -6.866 -1.760  0.068
H 3.779 -4.157 -3.935  0.124
H 2.745 -2.081 -3.914  0.112
H 1.319 -2.768 0.142  0.057
H 2.517 -4.833 0.176  0.121
H 0.301 -0.051 -3.673  0.121
H -0.213 -2.734 -2.768  0.087
H -0.533 -2.173 -4.454  0.149
H -2.645 -2.693 -3.210  0.124
H -2.631 -0.937 -3.532  0.139
O -0.054 1.335 2.220  -0.715
S 0.722 1.756 3.509  1.008
C -0.485 2.650 4.528  -0.327
C -1.283 1.685 5.464  -0.197
C -0.289 0.593 5.914  -0.199
C 0.698 0.395 4.768  -0.319
H -1.096 3.292 3.920  0.077
H 0.092 3.316 5.206  0.096
H -2.094 1.315 4.874  0.042
H -1.635 2.300 6.296  0.111
H -0.804 -0.274 6.090  0.067
H 0.330 0.884 6.778  0.118
H 0.490 -0.420 4.144  -0.039
H 1.716 0.135 5.103  0.100

**Spin multiplicity**: 2
**Highest occupied orbital energy (alpha / beta)**: -6.81 / -6.81 eV
**Net charge**: 0



No. 2
Entry from the OMol25 dataset: 10 unconnected molecules or ions with the total composition C24H60O14S8 at a distorted geometry (ωB97M-V/def2-TZVPD).

Each line ends with the Löwdin charge.
CARTESIAN COORDINATES (ANGSTROEM)
C 4.339 3.758 0.343  -0.008
C 4.436 2.321 0.796  -0.326
C 5.894 1.846 0.812  -0.080
O 6.240 1.895 2.184  0.096
C 5.182 1.983 2.967  -0.516
O 5.170 1.837 4.179  0.132
O 4.096 2.291 2.164  0.023
H 5.252 4.291 0.611  0.097
H 3.501 4.239 0.847  0.067
H 4.081 3.993 -0.690  0.093
H 3.837 1.598 0.241  0.127
H 6.550 2.542 0.289  0.137
H 5.986 0.875 0.325  0.131
C 1.262 -0.332 0.668  0.020
C -0.151 -0.048 0.049  -0.293
C -1.420 -0.096 0.980  -0.083
O -2.149 1.053 0.680  0.108
C -1.379 1.823 0.049  -0.634
O -1.753 2.984 -0.181  0.088
O -0.273 1.244 -0.335  0.114
H 1.450 0.273 1.555  0.062
H 2.121 -0.281 -0.002  0.068
H 1.255 -1.364 1.018  0.074
H -0.306 -0.721 -0.794  0.122
H -1.098 -0.125 2.021  0.123
H -1.988 -0.963 0.641  0.098
C 3.580 -3.788 1.339  -0.272
S 5.092 -4.711 0.727  0.850
O 5.806 -5.307 1.933  -0.576
C 4.386 -6.233 0.003  -0.252
H 3.837 -2.876 1.877  0.040
H 2.863 -4.298 1.982  0.049
H 2.925 -3.559 0.498  0.023
H 4.524 -7.162 0.556  0.065
H 4.602 -6.292 -1.064  0.043
H 3.306 -6.112 0.078  0.031
C -1.753 5.546 -5.677  -0.210
S -2.864 4.937 -4.268  0.857
O -3.343 3.596 -4.756  -0.585
C -1.566 4.620 -3.044  -0.288
H -2.369 6.076 -6.403  0.047
H -1.272 4.633 -6.029  0.049
H -1.006 6.130 -5.140  0.030
H -1.013 3.682 -3.087  0.053
H -1.928 4.743 -2.024  0.025
H -0.932 5.500 -2.934  0.044
C -1.216 -3.346 3.587  -0.211
S -2.998 -3.989 3.616  0.848
O -2.981 -5.337 4.352  -0.558
C -3.613 -2.698 4.790  -0.265
H -1.395 -2.284 3.422  0.022
H -0.923 -3.965 2.739  0.017
H -0.644 -3.734 4.430  0.061
H -3.197 -2.880 5.780  0.055
H -4.699 -2.659 4.880  0.045
H -3.271 -1.686 4.575  0.017
C -6.630 -0.034 3.447  -0.226
S -4.897 0.386 2.892  0.838
O -4.406 -0.807 2.106  -0.596
C -5.557 1.407 1.487  -0.248
H -7.201 0.880 3.282  0.040
H -6.564 -0.351 4.488  0.042
H -7.045 -0.770 2.759  0.066
H -4.820 1.828 0.804  0.042
H -6.104 2.257 1.895  0.044
H -6.274 0.874 0.862  0.067
C -1.070 3.972 3.146  -0.175
S 0.426 2.989 3.001  1.074
O 1.566 4.019 2.862  -0.243
C 0.587 2.276 4.675  -0.151
H -1.312 4.504 2.226  0.081
H -0.897 4.682 3.954  0.083
H -1.854 3.285 3.465  0.080
H -0.203 2.686 5.304  0.071
H 1.552 2.597 5.066  0.086
H 0.418 1.201 4.737  0.075
C 5.003 0.085 -4.670  -0.291
S 4.838 -0.189 -2.928  0.852
O 4.193 1.155 -2.550  -0.597
C 3.346 -1.363 -3.035  -0.210
H 5.662 0.948 -4.771  0.053
H 4.044 0.398 -5.083  0.065
H 5.620 -0.658 -5.175  0.061
H 2.495 -0.802 -3.421  0.023
H 3.119 -1.556 -1.986  0.018
H 3.500 -2.202 -3.713  0.058
C -0.352 -0.199 -4.179  -0.286
S -1.732 0.078 -5.329  0.874
O -2.459 -1.250 -5.533  -0.590
C -2.830 0.723 -3.991  -0.248
H 0.050 0.713 -3.736  0.047
H 0.567 -0.540 -4.654  0.032
H -0.750 -0.822 -3.378  0.029
H -2.912 0.219 -3.028  0.048
H -3.787 0.930 -4.470  0.054
H -2.300 1.648 -3.767  0.000
C -2.709 -3.794 0.274  -0.265
S -3.035 -3.140 -1.450  0.918
O -2.095 -1.950 -1.374  -0.614
C -1.988 -4.335 -2.443  -0.221
H -1.634 -3.710 0.432  0.043
H -3.020 -4.817 0.485  0.058
H -3.386 -3.210 0.898  0.007
H -2.502 -5.171 -2.918  0.050
H -1.180 -4.674 -1.794  0.042
H -1.549 -3.860 -3.320  0.047

**Spin multiplicity**: 2
**Highest occupied orbital energy (alpha / beta)**: -10.26 / -10.26 eV
**Net charge**: +1



No. 3
Entry from the OMol25 dataset: a single C10H15O2P molecule at a distorted geometry (ωB97M-V/def2-TZVPD).

Each line ends with the Löwdin charge.
CARTESIAN COORDINATES (ANGSTROEM)
O 3.846 0.770 -0.780  -0.443
P 3.271 -0.324 -0.047  0.946
C 1.413 -0.040 0.043  -0.582
C 0.981 0.979 -1.042  -0.141
C -0.534 1.154 -1.021  -0.335
C -1.066 1.727 0.247  -0.092
C -0.681 0.647 1.418  -0.199
C -1.271 -0.800 1.064  -0.085
C -0.709 -1.246 -0.265  -0.457
O -1.307 -2.514 -0.642  0.040
C -1.150 -0.199 -1.279  -0.083
C 0.812 -1.382 -0.239  -0.166
C 0.901 0.368 1.493  -0.118
H 1.334 0.677 -2.042  0.125
H 1.543 1.922 -0.989  0.117
H -0.758 1.852 -1.838  0.147
H -0.723 2.700 0.497  0.097
H -2.218 1.554 0.258  0.144
H -1.184 0.884 2.473  0.164
H -0.949 -1.278 1.921  0.094
H -2.293 -0.732 0.908  0.100
H -1.070 -3.195 -0.133  0.019
H -2.266 -0.064 -1.398  0.156
H -0.811 -0.491 -2.206  0.101
H 1.104 -2.102 0.577  0.137
H 1.277 -1.839 -1.069  0.098
H 1.333 1.332 1.821  0.110
H 1.176 -0.361 2.272  0.108

**Spin multiplicity**: 1
**Highest occupied orbital energy**: -8.85 eV
**Net charge**: 0



DFT total energy for the records above, in order: -5156.21249 -5188.61050 -881.84033 Ha